# 1
This record from OMol25 describes a cluster of 6 separate species, C39H38N7O11 in total at a distorted geometry. The level of theory is ωB97M-V/def2-TZVPD.

Values from the calculation:
* total charge: -1
* highest occupied orbital energy: -2.97 eV
* LUMO level: 0.82 eV

Each line ends with the Löwdin charge.
Element x y z (Å)
O: 0.235229 6.418296 -3.483166  0.054
O: 7.316260 1.639732 -2.388713  0.056
O: -5.128496 -2.228420 -1.528907  0.049
O: 14.129454 -1.842417 -2.017465  0.052
O: -3.753759 -2.650791 4.567683  0.046
O: 0.206770 4.730015 -2.082320  0.065
O: -1.534111 -0.431489 -2.459883  -0.273
O: 14.100995 -3.530698 -0.616619  0.049
O: 7.287801 -0.048549 -0.987867  0.026
O: -5.564537 -3.059131 5.737220  0.055
O: -6.884090 -3.530236 -1.337502  0.065
N: 0.269437 -1.909006 1.325026  -0.164
N: -6.250701 -2.615524 -1.885063  -0.310
N: 6.733186 0.864969 -1.616827  -0.307
N: -0.347845 5.643533 -2.711280  -0.323
N: -0.498802 2.084676 2.152049  -0.040
N: 13.546380 -2.617180 -1.245579  -0.331
N: -4.364911 -2.763086 5.640803  -0.312
C: 3.225574 0.404942 -0.347056  -0.053
C: 10.059136 -1.252393 -1.568469  -0.056
C: -6.186502 -0.916881 -3.692458  0.011
C: -0.062332 -1.889409 -0.164205  -0.350
C: -3.617604 -2.524186 6.881340  -0.137
C: -8.077184 -0.634931 -5.174742  -0.082
C: -4.262762 -2.660409 8.117738  -0.008
C: -0.472328 -0.734165 1.956084  -0.262
C: 4.616518 2.050344 -2.137199  -0.008
C: -2.268176 -2.150330 6.817734  0.016
C: 4.595395 0.214132 -0.538312  0.007
C: 12.101485 -2.438182 -1.059274  -0.152
C: 2.555418 1.411615 -1.043933  -0.057
C: -6.794131 -0.265319 -4.767596  -0.066
C: -4.525613 6.190179 -2.138387  -0.080
C: -1.720373 1.790510 2.951726  -0.218
C: -2.413096 0.410827 3.382814  -0.096
C: 5.288290 1.043968 -1.430522  -0.150
C: -6.874920 -1.942004 -3.030136  -0.134
C: 3.245941 2.229756 -1.939717  -0.055
C: 0.034895 0.766351 1.712430  -0.114
C: -3.552441 -2.410974 9.293703  -0.080
C: -2.211369 -2.028313 9.232897  -0.082
C: -2.001223 -1.785293 -2.089048  -0.212
C: -3.855456 5.183506 -1.441509  -0.061
C: -2.464513 6.828907 -3.231653  -0.007
C: 11.429713 -1.431805 -1.765952  0.001
C: 11.408588 -3.268017 -0.167064  -0.009
C: 9.368612 -2.070533 -0.672686  -0.066
C: -2.228532 0.612539 -1.687728  -0.128
C: -8.159143 -2.322329 -3.443530  -0.003
C: -1.569081 -1.900822 8.000275  -0.062
C: -1.635789 -2.185929 -0.512902  -0.172
C: -1.792741 5.822531 -2.524975  -0.140
C: -8.757582 -1.661577 -4.518086  -0.076
C: 10.038769 -3.077207 0.024192  -0.063
C: -2.485636 4.992696 -1.632765  0.007
C: -1.785419 -1.003637 2.879486  -0.028
C: -3.835090 7.008319 -3.034170  -0.077
H: 8.301576 -1.921919 -0.516007  0.090
H: 2.680214 -0.229616 0.348265  0.092
H: -1.805457 -3.346664 -0.328328  0.116
H: -8.550169 -0.118852 -6.008498  0.104
H: 1.005067 0.861696 1.019082  0.063
H: -1.639150 0.856971 -0.683517  0.095
H: -8.702572 -3.120284 -2.942224  0.117
H: -4.365003 7.788782 -3.575758  0.104
H: -1.753346 -2.046518 5.865092  0.116
H: 11.954149 -0.783848 -2.465140  0.117
H: -5.187397 -0.614931 -3.385278  0.115
H: -1.940076 7.476864 -3.930841  0.116
H: -4.400818 4.548947 -0.746188  0.112
H: 1.488382 1.560231 -0.887255  0.097
H: -1.616120 -2.622724 -2.812320  0.123
H: 0.559211 -2.790690 -0.640840  0.105
H: -0.523283 -1.603626 7.961111  0.111
H: -5.592650 6.338794 -1.981708  0.104
H: -3.347305 0.367226 -1.428126  0.093
H: -9.756682 -1.944947 -4.842209  0.105
H: -1.663658 -1.827230 10.152017  0.103
H: -6.269141 0.533783 -5.286313  0.109
H: -2.186310 -2.082372 3.090671  0.071
H: -2.412347 -1.617207 0.152996  0.092
H: 9.529222 -0.471932 -2.110057  0.096
H: 2.716028 3.010218 -2.481305  0.102
H: -1.977885 4.203851 -1.082068  0.120
H: 0.379332 -0.913796 -0.637970  0.075
H: -3.192181 -1.759209 -2.146635  0.079
H: 9.493408 -3.711766 0.719513  0.107
H: -3.392474 0.420859 4.042027  0.068
H: -2.223198 1.619827 -2.328601  0.092
H: 11.916339 -4.056862 0.383633  0.115
H: -4.045189 -2.511038 10.258294  0.103
H: -5.308251 -2.954660 8.181874  0.115
H: -2.273925 2.777880 3.338679  0.072
H: 5.103146 -0.574713 0.012385  0.118
H: 5.140955 2.698301 -2.836388  0.114

Cartesian forces, eV/Å:
-0.78 -1.05 1.03
-0.56 -1.22 1.09
-2.04 -0.62 -0.49
-0.72 -1.14 1.09
-1.15 -0.27 1.89
-0.85 1.43 -1.03
-1.48 -0.37 1.02
-0.68 1.29 -0.92
-0.64 1.36 -0.92
1.58 0.39 -0.10
0.87 1.30 -0.85
-2.87 3.33 0.24
0.72 -0.66 1.24
0.65 0.09 -0.20
1.42 -0.38 -0.02
-2.95 -7.06 1.42
1.13 -0.15 -0.14
-0.51 -0.21 -1.42
0.25 0.15 -0.21
0.27 -0.25 0.10
-0.05 -0.06 0.05
0.88 -0.58 0.48
0.58 0.21 0.88
0.08 -0.05 0.11
0.04 0.02 -0.02
-0.59 -0.65 0.14
-0.03 0.03 0.00
-0.10 -0.03 -0.04
-0.02 0.08 -0.04
-0.90 0.11 0.15
0.17 0.00 -0.08
-0.24 -0.30 0.18
0.15 -0.04 -0.01
-0.30 -0.79 0.24
2.88 -0.74 -2.03
-0.81 0.09 0.15
-0.46 0.50 -0.81
0.28 -0.26 0.14
-0.87 0.44 0.31
0.17 0.03 -0.39
-0.05 -0.02 -0.15
-1.42 -0.64 1.42
0.16 0.25 -0.27
0.00 -0.03 0.04
-0.03 -0.07 0.07
0.02 0.04 -0.01
0.04 -0.13 0.04
0.44 1.09 0.36
0.07 0.06 0.00
-0.40 -0.11 0.08
0.07 -0.01 -0.88
-1.04 0.11 0.18
0.38 0.10 0.13
0.31 0.24 -0.30
0.08 0.04 -0.05
2.02 5.31 -1.15
0.23 -0.30 0.20
0.37 -0.05 -0.07
0.07 -0.04 -0.10
0.20 2.42 -0.52
0.10 -0.11 0.16
-2.41 -0.34 1.88
-1.31 -0.69 -1.94
0.32 0.19 0.02
0.16 -0.15 0.08
-0.29 -0.02 0.07
0.04 -0.27 0.24
-0.22 -0.23 0.09
0.06 -0.28 0.24
0.20 0.10 -0.14
0.21 -0.04 -0.07
-0.36 2.07 1.09
-1.27 1.86 0.86
-0.24 -0.07 -0.08
0.21 -0.04 -0.03
2.08 0.15 -0.53
0.22 0.02 0.11
-0.11 -0.05 -0.18
-0.06 -0.19 0.15
0.92 2.53 -0.51
1.75 -0.93 -0.99
0.12 -0.17 0.17
0.13 -0.14 0.11
0.08 0.23 -0.18
-1.26 -1.46 0.28
2.68 -0.21 -0.12
0.16 0.11 -0.14
2.21 0.20 -1.50
0.07 -2.27 1.16
0.07 0.27 -0.24
0.05 0.00 -0.23
0.27 0.08 -0.25
1.33 -2.39 -0.86
0.01 0.26 -0.21
0.04 -0.27 0.24

***

# 2
This record from OMol25 describes a structure of composition C39H39BN8O3Pt at a distorted geometry. The level of theory is ωB97M-V/def2-TZVPD.

Values from the calculation:
* energy relative to the best compared isomer or geometry (same formula, charge and spin): 59.6 kJ/mol
* 2S+1: 5
* total charge: +2
* highest occupied orbital energy (spin up / spin down): -12.47 / -13.26 eV
* LUMO level (spin up / spin down): -6.71 / -8.60 eV

Each line ends with the Löwdin charge.
Element x y z (Å)
Pt: -0.165782 0.873816 -0.290948  1.218
O: 2.384522 -1.664077 3.844436  -0.080
O: 1.861613 1.588010 -1.479824  -0.055
O: 1.475938 0.486933 1.378698  -0.022
N: -2.335870 2.493320 1.209272  -0.022
N: -0.997612 2.397757 1.162830  -0.065
N: -1.621238 2.046276 -1.560052  -0.061
N: -2.899481 2.013855 -1.157728  -0.025
N: -1.784444 -0.306804 0.722722  -0.060
N: -3.026553 0.182967 0.627448  -0.022
N: -0.072669 -0.473116 -1.869854  0.109
N: 2.702778 1.105395 4.051298  0.176
C: 0.143855 -1.491813 4.739952  0.006
C: -3.900409 -0.722976 1.092426  -0.049
C: 1.331032 -0.939582 4.272028  -0.212
C: 1.474652 0.460530 4.304868  -0.155
C: -0.890120 -0.686956 5.183557  -0.029
C: -0.952547 0.184379 -4.688671  -0.048
C: -1.582282 2.599238 -2.765692  -0.136
C: -0.460927 -5.471902 -2.333629  -0.056
C: 2.599985 3.510685 -0.306899  0.008
C: 3.897862 -1.634261 -0.209538  -0.006
C: -2.859001 -1.085417 -3.922888  -0.027
C: -0.714200 -1.221280 -2.640771  -0.266
C: 3.686358 0.850888 3.224736  0.055
C: 4.931216 -0.471794 1.644730  0.023
C: 3.705513 0.070738 2.033548  -0.103
C: -3.676364 2.565010 -2.105116  -0.046
C: -3.588195 -0.631023 -5.009277  -0.053
C: -0.507211 3.221115 2.083044  -0.158
C: 2.539371 -0.146212 1.179811  -0.326
C: -1.863621 -1.528028 1.237614  -0.150
C: -2.692532 3.375319 2.154422  -0.046
C: 0.430037 1.256429 4.773538  -0.007
C: 2.699390 -1.044378 0.068148  0.042
C: -0.338338 -3.300600 -1.322091  -0.043
C: -1.681578 0.612576 -5.785996  -0.064
C: -2.998697 0.208658 -5.944671  -0.059
C: 3.914258 2.452104 -2.264401  0.014
C: 5.033334 -1.336283 0.567330  0.014
C: -0.831371 -3.508578 -3.672594  -0.008
C: -0.644182 -2.706695 -2.547071  -0.160
C: -0.723705 -4.885094 -3.562554  -0.047
C: -0.273287 -4.676392 -1.211149  -0.064
C: 2.719564 2.448415 -1.358703  -0.453
C: -0.759345 0.695017 5.181394  -0.046
C: -2.874082 2.949450 -3.160574  -0.034
C: 2.350933 -3.080267 3.983695  -0.030
C: -1.536597 -0.677808 -3.767699  -0.202
C: -1.546751 3.873281 2.745421  -0.046
C: -3.196615 -1.844092 1.491408  -0.036
B: -3.277422 1.675871 0.294912  -0.496
H: -3.729679 3.587254 2.342691  0.131
H: 4.618890 3.241171 -2.023860  0.085
H: -0.163561 -2.663590 -0.467853  0.067
H: -0.978464 -2.108898 1.420185  0.096
H: -0.650815 2.749227 -3.281926  0.112
H: -3.561728 0.532243 -6.808641  0.113
H: 4.625849 1.320309 3.497970  0.161
H: -0.396166 -6.547670 -2.250768  0.114
H: -0.078877 -5.134703 -0.250710  0.107
H: -4.736676 2.681692 -1.967854  0.130
H: 1.827013 -1.210365 -0.552444  0.085
H: -1.033703 -3.060869 -4.634685  0.125
H: -3.586628 -2.756417 1.903635  0.103
H: 2.879624 1.858216 4.709149  0.184
H: 0.081251 0.474125 -4.558363  0.117
H: 0.028796 -2.564984 4.779621  0.117
H: -1.797341 -1.144292 5.551729  0.124
H: 0.563117 2.330502 4.806958  0.122
H: 1.562915 -3.522278 3.369686  0.100
H: 3.317040 -3.435233 3.634359  0.101
H: 2.690251 3.034595 0.672966  0.076
H: -4.958778 -0.533819 1.110087  0.131
H: 3.985579 -2.324186 -1.037701  0.131
H: 1.599665 3.945017 -0.354311  0.097
H: -4.609264 -0.961504 -5.141272  0.114
H: -3.167751 3.431723 -4.074225  0.107
H: -1.478136 4.603118 3.530483  0.102
H: 4.413823 1.483737 -2.222380  0.092
H: -1.570081 1.323400 5.518362  0.120
H: -4.413572 1.947356 0.495092  0.125
H: -1.215400 1.253164 -6.521712  0.113
H: 5.983105 -1.795711 0.331857  0.131
H: 5.807218 -0.253956 2.242595  0.136
H: 3.573521 2.583752 -3.292452  0.106
H: -3.317535 -1.749820 -3.201937  0.128
H: 3.351218 4.287916 -0.401308  0.088
H: 0.555693 3.308882 2.229302  0.095
H: -0.845843 -5.499554 -4.443159  0.116
H: 2.216204 -3.372115 5.025915  0.110

Cartesian forces, eV/Å:
-1.12 0.68 0.17
0.15 0.37 -0.19
0.04 -0.06 0.00
0.49 -0.36 0.06
-0.21 0.22 0.25
0.69 -0.24 -0.09
0.52 -0.40 0.10
-0.38 0.09 -0.06
0.55 0.17 -0.32
-0.34 -0.01 0.08
0.13 -0.11 0.04
0.72 -0.07 -0.43
-0.01 -0.17 -0.05
0.07 -0.24 0.02
0.07 0.15 0.08
-0.73 -0.27 0.02
0.07 0.08 -0.07
-0.01 -0.18 0.02
-0.23 0.09 0.07
-0.02 0.02 -0.03
-0.19 0.04 0.05
0.15 -0.06 0.02
0.02 0.09 0.04
-0.22 -0.45 -0.56
-0.40 0.40 0.66
-0.45 0.57 0.77
0.41 -0.68 -0.45
0.07 0.12 -0.21
-0.02 -0.04 0.01
-0.16 0.02 0.01
-0.22 0.30 0.32
-0.20 0.10 0.05
0.15 0.04 0.07
0.11 0.02 -0.10
-0.18 -0.16 -0.26
-0.01 0.05 -0.16
0.02 0.04 -0.02
0.04 -0.02 -0.02
0.02 -0.04 -0.09
-0.16 -0.29 -0.43
0.06 0.13 0.08
0.24 -0.15 0.27
0.00 -0.05 0.00
0.06 -0.03 0.07
0.04 0.16 0.04
-0.06 0.04 0.05
0.05 0.02 0.02
0.02 -0.30 0.02
0.07 0.29 0.09
-0.02 -0.02 0.03
-0.03 -0.05 0.02
0.45 -0.18 -0.17
-0.06 0.03 -0.02
0.04 0.01 0.01
-0.07 -0.02 0.07
0.10 -0.04 0.01
0.09 -0.11 0.00
-0.03 0.03 -0.02
-0.05 0.19 -0.04
-0.01 -0.03 0.00
0.04 -0.02 0.01
-0.05 -0.06 0.09
0.03 -0.01 -0.01
-0.04 0.03 -0.02
-0.06 -0.02 0.02
0.18 -0.12 0.09
0.05 0.04 -0.02
0.02 -0.01 -0.04
-0.03 -0.02 -0.03
-0.01 0.04 0.00
0.00 0.07 0.02
-0.03 0.02 0.02
0.02 -0.02 0.03
-0.04 0.14 0.00
-0.01 0.02 -0.04
-0.01 0.00 0.02
-0.03 0.05 0.01
-0.06 0.01 -0.03
-0.01 0.07 0.03
-0.03 -0.04 0.01
0.01 0.04 0.03
-0.18 0.05 0.07
-0.01 0.03 -0.03
0.03 0.03 -0.01
0.06 -0.02 -0.01
-0.02 0.00 -0.02
0.04 -0.06 0.01
0.01 0.03 0.01
0.08 -0.01 -0.06
-0.03 -0.03 -0.01
-0.02 0.04 0.00

***

Among the records above, which one has the highest total charge? C39H39BN8O3Pt

***

Which value of total charge does entry 1 give? -1

***

total charge of number 2 (C39H39BN8O3Pt)? +2

***

Among the records above, which one has the highest total charge? C39H39BN8O3Pt